# C38H82BrI2N2O

A structure of composition C38H82BrI2N2O at a distorted geometry (ωB97M-V with the def2-TZVPD basis set, OMol25).

Each line ends with the Löwdin charge.
Element x y z (Å)
C 2.19 -0.39 1.93  -0.12
C 1.22 0.63 1.10  -0.18
C -0.13 -0.11 0.44  -0.39
C 0.51 -1.13 -0.73  -0.12
C -0.61 -2.11 -1.42  -0.20
C -0.06 -2.94 -2.74  -0.15
C 1.38 -3.69 -2.41  -0.20
O 2.43 -2.82 -3.01  -0.28
C 3.69 -2.94 -2.27  -0.12
C -1.08 0.94 -0.34  -0.15
N -2.30 1.44 0.39  -0.56
Br -3.76 0.48 -0.38  0.85
C -2.65 2.91 0.07  -0.67
I -4.49 3.39 -1.10  0.76
C -1.83 4.09 0.47  -0.64
C -0.46 3.95 1.35  -0.15
I -2.50 6.13 -0.14  0.78
C -2.36 1.11 1.87  -0.18
C -1.99 -0.46 2.12  -0.19
N -0.71 -0.95 1.52  -0.03
H 1.89 -1.54 1.81  0.08
H 2.30 -0.16 3.07  0.08
H 3.27 -0.31 1.43  0.09
H 0.77 1.40 1.90  0.09
H 1.77 1.23 0.24  0.12
H 1.36 -1.82 -0.31  0.11
H 0.91 -0.40 -1.58  0.15
H -0.86 -2.95 -0.60  0.12
H -1.63 -1.61 -1.67  0.08
H -0.01 -2.26 -3.69  0.11
H -0.85 -3.82 -2.94  0.12
H 1.55 -3.91 -1.27  0.12
H 1.44 -4.73 -2.98  0.14
H 3.80 -3.94 -1.67  0.10
H 4.56 -2.90 -3.07  0.10
H 3.84 -2.03 -1.54  0.10
H -0.42 1.89 -0.61  0.15
H -1.47 0.54 -1.40  0.12
H 0.01 5.05 1.39  0.09
H 0.38 3.28 0.87  0.07
H -0.64 3.67 2.49  0.09
H -3.50 1.25 2.19  0.15
H -1.67 1.76 2.56  0.13
H -2.84 -1.23 1.82  0.12
H -1.88 -0.58 3.30  0.14
H -0.67 -1.98 1.36  0.12
C -4.54 1.52 8.68  -0.11
C -4.57 2.88 7.99  -0.27
C -4.83 2.79 6.48  -0.22
C -3.76 2.03 5.68  -0.23
C -2.34 2.58 5.81  -0.27
C -2.19 4.00 5.29  -0.11
H -3.72 0.90 8.31  0.07
H -4.40 1.66 9.76  0.07
H -5.48 0.99 8.53  0.08
H -3.64 3.42 8.19  0.10
H -5.37 3.48 8.44  0.11
H -4.93 3.80 6.08  0.10
H -5.79 2.29 6.32  0.11
H -4.05 2.04 4.62  0.09
H -3.75 0.98 5.98  0.10
H -1.66 1.93 5.23  0.09
H -2.00 2.53 6.85  0.10
H -2.49 4.07 4.23  0.06
H -1.15 4.33 5.36  0.06
H -2.80 4.71 5.86  0.08
C -2.49 -0.67 -5.52  -0.11
C -3.90 -0.77 -4.96  -0.27
C -4.18 -2.09 -4.24  -0.23
C -4.09 -3.34 -5.11  -0.23
C -5.01 -3.36 -6.34  -0.27
C -6.49 -3.32 -5.98  -0.11
H -2.31 -1.43 -6.29  0.07
H -2.34 0.31 -5.99  0.07
H -1.75 -0.79 -4.73  0.05
H -4.63 -0.61 -5.76  0.10
H -4.05 0.05 -4.25  0.09
H -5.18 -2.04 -3.78  0.10
H -3.47 -2.19 -3.41  0.09
H -4.31 -4.22 -4.49  0.11
H -3.05 -3.48 -5.45  0.10
H -4.82 -4.28 -6.90  0.11
H -4.77 -2.53 -7.01  0.10
H -6.76 -4.17 -5.33  0.08
H -7.10 -3.38 -6.88  0.07
H -6.75 -2.40 -5.46  0.07
C 3.04 -2.31 -6.60  -0.12
C 3.79 -3.02 -7.71  -0.27
C 4.76 -4.09 -7.20  -0.23
C 5.89 -3.59 -6.30  -0.23
C 6.79 -2.52 -6.92  -0.27
C 7.54 -3.00 -8.15  -0.11
H 3.71 -1.77 -5.93  0.07
H 2.34 -1.59 -7.02  0.07
H 2.46 -3.03 -6.00  0.07
H 4.33 -2.28 -8.32  0.10
H 3.06 -3.50 -8.38  0.11
H 5.18 -4.62 -8.06  0.10
H 4.19 -4.85 -6.64  0.11
H 6.51 -4.44 -6.01  0.11
H 5.47 -3.19 -5.37  0.08
H 7.52 -2.20 -6.17  0.10
H 6.21 -1.62 -7.18  0.10
H 8.16 -3.87 -7.92  0.08
H 8.20 -2.21 -8.53  0.07
H 6.86 -3.27 -8.96  0.07
C 2.75 3.41 3.56  -0.12
C 3.57 3.83 4.78  -0.26
C 3.92 2.67 5.70  -0.22
C 2.73 1.95 6.34  -0.23
C 1.80 2.84 7.17  -0.28
C 2.48 3.47 8.37  -0.11
H 1.78 3.00 3.86  0.05
H 2.56 4.28 2.92  0.07
H 3.28 2.66 2.97  0.07
H 3.03 4.61 5.33  0.10
H 4.50 4.29 4.42  0.11
H 4.59 3.03 6.49  0.11
H 4.50 1.93 5.13  0.11
H 3.11 1.14 6.98  0.11
H 2.14 1.46 5.56  0.09
H 0.96 2.23 7.53  0.10
H 1.36 3.62 6.55  0.09
H 2.90 2.71 9.03  0.08
H 1.76 4.06 8.95  0.07
H 3.29 4.15 8.07  0.07

Output
- F_max (eV/A) = 5.4
- orbital gap (eV) = 6.952
- E_tot (Eh) = -4850.629065
- molecular weight (g mol⁻¹) = 916.80
- net charge = +1
- HOMO level (Eh) = -0.4294